No. 1
Density functional theory data (wB97M-V/def2-TZVPD) for a structure of composition C27H42BIrN9OS3Se.

ORCA input file:
```
! RIJCOSX wB97M-V def2-TZVPD def2/J DEFGRID3
* xyz 2 2
Ir -0.06299 -0.76576 -0.43734
C -2.53102 -1.16872 4.26114
C -3.08147 -0.04991 3.38195
C -3.67808 -0.57270 2.07698
C -4.17074 0.68963 4.15441
N -1.96980 0.92756 3.06024
C -2.02023 2.27728 3.36028
C -0.89225 2.83722 2.88093
N -0.14385 1.84461 2.28872
B 1.23188 2.19482 1.65846
N 2.24018 1.01429 1.79621
C 2.84680 0.78704 3.00326
C 3.65180 -0.28873 2.86499
N 3.53129 -0.73592 1.56926
C 2.65008 0.06763 0.93639
S 2.06068 -0.08768 -0.70903
C 4.29560 -1.97924 1.14397
C 4.14989 -2.30842 -0.33403
C 3.74901 -3.13617 1.97908
C 5.77271 -1.72415 1.44506
N 1.09642 2.70007 0.19675
C 1.99157 3.62844 -0.28965
C 1.57381 4.00310 -1.51385
N 0.42759 3.28098 -1.79971
C 0.16028 2.49277 -0.73949
S -1.12947 1.31216 -0.58132
C -0.44667 3.53317 -3.00626
C -0.68582 2.23167 -3.76559
C -1.75094 4.15605 -2.51884
C 0.27208 4.50927 -3.93393
C -0.82188 0.69377 2.39916
S -0.26704 -0.87692 1.81080
H -3.35404 -1.82026 4.55476
H -2.08353 -0.75984 5.16806
H -1.78969 -1.77650 3.74626
H -4.54772 -1.18686 2.31042
H -2.96817 -1.18475 1.52340
H -4.00442 0.25767 1.44746
H -4.95343 -0.02866 4.39175
H -4.62485 1.48842 3.56712
H -3.80143 1.09558 5.09679
H -2.83579 2.72596 3.89222
H -0.55147 3.85674 2.92086
H 1.67208 3.11259 2.29323
H 2.67199 1.41924 3.85653
H 4.29399 -0.76363 3.58261
H 3.13315 -2.58968 -0.60443
H 4.79773 -3.16388 -0.52447
H 4.47816 -1.49364 -0.97833
H 2.67804 -3.26433 1.80964
H 3.91439 -2.98916 3.04611
H 4.25493 -4.05579 1.68653
H 6.13373 -0.84758 0.90545
H 6.35027 -2.58738 1.11773
H 5.96864 -1.58290 2.50690
H 2.83358 3.96362 0.29001
H 2.00643 4.70474 -2.19958
H -1.36765 1.57022 -3.23808
H 0.25734 1.71066 -3.93778
H -1.12584 2.47622 -4.73241
H -2.29515 3.47874 -1.85932
H -2.38827 4.37789 -3.37501
H -1.55907 5.08800 -1.98567
H 1.24316 4.12883 -4.25439
H 0.39883 5.49288 -3.48173
H -0.34211 4.63847 -4.82317
Se 0.21494 -3.17512 -0.12830
C -1.12224 -3.93380 -1.24796
C -0.88490 -4.15032 -2.59853
C -1.87554 -4.78760 -3.33132
N -3.04190 -5.17422 -2.81680
C -3.24416 -4.96140 -1.51895
C -2.31474 -4.35543 -0.68090
H 0.04706 -3.85698 -3.06428
H -1.72593 -4.99593 -4.38508
H -4.19348 -5.30021 -1.12042
H -2.51903 -4.23042 0.37423
N -2.20266 -1.00120 -3.05777
C -0.90334 -0.97137 -3.38712
N -0.56763 -1.06522 -4.68011
O 0.02132 -0.86351 -2.53773
H -2.92690 -0.98021 -3.75545
H -2.46910 -0.80062 -2.10998
H -1.24411 -1.25407 -5.39906
H 0.40912 -1.12120 -4.91299
*
```

Values from the calculation:
highest occupied orbital energy (alpha / beta)	-0.497 / -0.492	hartree
⟨S²⟩	0.769
LUMO level (alpha / beta)	-0.2549 / -0.2912	Eh
relative energy (zero: lowest compared OMol25 entry of this formula, charge and spin)	0.00	kcal/mol

=====

No. 2
Density functional theory data (wB97M-V/def2-TZVPD) for a cluster of 2 separate species, C27H42Br2F6N3OSSi2 in total.

ORCA input file:
```
! RIJCOSX wB97M-V def2-TZVPD def2/J DEFGRID3
* xyz -1 1
C -6.49052 1.36467 1.66592
O -5.49769 1.57319 0.57480
C -6.32684 2.09482 -0.54859
C -5.25045 2.36523 -1.79812
C -4.27724 3.60782 -1.30644
C -3.46112 4.15705 -2.62390
C -1.98860 4.70132 -2.13184
C -0.80662 3.54657 -2.36824
C -0.50335 3.07130 -3.89484
N 0.50461 2.04747 -4.33788
C 1.24132 1.55414 -3.12486
C 2.42041 0.40386 -3.39221
C 3.36317 -0.25822 -2.22631
S 4.64558 -1.57688 -2.65026
C 3.11845 0.26300 -0.66041
C 4.09948 -0.40869 0.47552
C 5.70112 0.03870 0.29613
C 5.87910 1.58145 -0.25024
F 7.28961 1.98065 0.11208
F 4.99971 2.57627 0.41972
F 5.79542 1.71626 -1.73109
C 1.94504 1.39900 -0.35166
C 1.65676 1.90562 1.21613
C 1.82823 3.52312 1.41886
C 0.69468 4.23226 2.36648
F 0.83448 5.71901 2.13618
Br -1.19964 3.77708 1.91728
C 0.88622 3.99831 3.97767
F 1.69075 2.81052 4.34770
F -0.50322 3.90916 4.56418
Br 1.63791 5.73656 4.73518
C 1.01073 2.02231 -1.58492
N -0.04411 3.01583 -1.18801
H -6.98055 2.39035 2.02414
H -6.02090 0.86117 2.62849
H -7.33891 0.66521 1.21217
H -7.13043 1.32689 -0.92672
H -6.75397 3.14544 -0.25340
H -4.58677 1.40123 -2.00207
H -5.90653 2.61212 -2.73589
H -3.48353 3.12045 -0.55989
H -4.87459 4.47755 -0.75251
H -3.99416 5.05308 -3.18259
H -3.32104 3.29172 -3.43105
H -1.61597 5.64743 -2.75399
H -1.99655 5.02320 -1.00095
H -1.14888 3.58910 -4.75534
H 2.59913 0.02435 -4.50264
H 4.30137 -2.67188 -1.83760
H 3.72770 -0.29397 1.57906
H 4.09805 -1.58183 0.25381
H 6.25410 -0.00649 1.35044
H 6.27870 -0.75355 -0.38458
H 2.40865 1.39323 1.98916
H 0.59103 1.48360 1.49999
H 1.79978 4.09746 0.37705
H 2.90451 3.71773 1.89615
C 2.13173 -6.97259 2.12770
Si 0.77265 -6.03751 1.20182
C -0.85624 -6.51113 2.00336
C 0.78077 -6.67126 -0.56365
N 1.10743 -4.33089 1.30884
Si 0.05344 -3.16177 0.56215
C -1.68568 -3.19767 1.26269
C -0.04482 -3.35631 -1.30005
C 0.74652 -1.43409 0.89669
H 1.94891 -8.05031 2.07906
H 3.11054 -6.76927 1.68428
H 2.15680 -6.67559 3.18146
H -0.92026 -7.59829 2.11067
H -1.71034 -6.19240 1.40175
H -0.94390 -6.06843 3.00020
H 1.67025 -6.32550 -1.09870
H -0.10667 -6.34973 -1.11291
H 0.78900 -7.76588 -0.57022
H -2.23901 -4.07672 0.92543
H -2.24270 -2.31540 0.93270
H -1.66682 -3.19371 2.35697
H 0.95423 -3.44484 -1.73713
H -0.53011 -2.48162 -1.74449
H -0.63081 -4.23286 -1.58481
H 1.75103 -1.33101 0.47684
H 0.79634 -1.24171 1.97361
H 0.10411 -0.67581 0.44050
*
```

Values from the calculation:
highest occupied orbital energy	-0.124	hartree
LUMO level	0.0231	Eh